# 1
Here is the ion C10H12N with charge +1 at a distorted geometry from the Open Molecules 2025 dataset. Energies are from ωB97M-V/def2-TZVPD.

Energy = -12045.32403 eV
Net charge = +1
Orbital gap = 7.52 eV
HOMO energy = -0.465 Ha
Energy relative to the best compared isomer or geometry (same formula, charge and spin) = 2.7255 eV

Last column: Löwdin charge in e.
Element x y z (Å)
1 C 1.46350 -2.42389 -0.52586  0.198
2 N 1.60097 -1.17982 -0.30025  0.099
3 C 0.80298 0.08236 -0.09156  -0.139
4 C 1.56020 1.16793 0.21733  -0.007
5 C 3.06741 1.11616 0.37854  -0.053
6 C -0.67844 0.13504 -0.12513  -0.183
7 C -1.42762 1.09746 -0.83603  -0.025
8 C -2.81173 1.27918 -0.61693  -0.028
9 C -3.42521 0.30757 0.15424  -0.088
10 C -2.74316 -0.67686 0.78574  -0.094
11 C -1.38509 -0.83375 0.62646  -0.028
12 H 0.47255 -2.70708 -0.73612  0.106
13 H 2.33510 -3.03711 -0.39655  0.128
14 H 2.52587 -0.72596 -0.35179  0.120
15 H 1.04776 2.09930 0.44116  0.137
16 H 3.59703 1.89141 0.81503  0.065
17 H 3.45684 0.96848 -0.65331  0.111
18 H 3.26280 0.22590 1.02123  0.104
19 H -1.00873 1.69635 -1.59899  0.103
20 H -3.10382 2.12183 -1.26026  0.123
21 H -4.44233 0.28667 0.57547  0.124
22 H -3.32961 -1.17700 1.58181  0.131
23 H -0.83725 -1.71418 0.89578  0.095

Cartesian forces (eV/Å) of the 6 atoms listed first:
-0.177 1.516 0.610
0.702 3.275 -0.206
-0.126 0.171 -0.520
0.087 -0.657 0.343
-1.212 -2.744 -1.352
-0.872 -1.144 -0.401

***

# 2
Here is a cluster of 2 separate species, CH2N4O2 in total at a distorted geometry from the Open Molecules 2025 dataset. Energies are from ωB97M-V/def2-TZVPD.

Energy = -11118.05139 eV
Orbital gap (alpha / beta) = 8.54 / 7.89 eV
HOMO energy (alpha / beta) = -0.332 / -0.388 Ha
2S+1 = 3
Energy relative to the best compared isomer or geometry (same formula, charge and spin) = 3.4579 eV

Last column: Löwdin charge in e.
Element x y z (Å)
1 C -1.36097 1.04718 0.58021  -0.394
2 N -1.63123 2.08032 0.98212  0.147
3 N -0.81247 -0.67736 -0.91376  0.026
4 N -1.09147 -0.17255 0.28192  -0.035
5 N 1.55093 -0.32558 0.64682  -0.168
6 O 2.30810 0.15402 1.40050  0.156
7 O 1.62968 -0.53871 -0.55034  0.031
8 H -0.43119 -0.06165 -1.66095  0.120
9 H -0.16138 -1.50567 -0.76652  0.117

Cartesian forces (eV/Å) of the 6 atoms listed first:
0.200 -1.424 -1.516
-0.595 2.722 0.999
0.931 -0.632 -0.296
0.169 -1.806 0.281
0.844 -0.378 -1.604
-0.020 0.202 0.445

***

# 3
Here is an isolated molecule of C2H2N6O at a distorted geometry from the Open Molecules 2025 dataset. Energies are from ωB97M-V/def2-TZVPD.

Energy = -13087.58877 eV
Orbital gap = 8.73 eV
HOMO energy = -0.369 Ha
Energy relative to the best compared isomer or geometry (same formula, charge and spin) = 4.0961 eV

Last column: Löwdin charge in e.
Element x y z (Å)
1 H -1.54942 1.13175 2.17814  0.093
2 N -0.49138 1.34572 2.02773  0.123
3 C -0.12794 1.28431 0.75467  -0.422
4 N -0.74420 1.52870 -0.56956  0.104
5 N -0.77129 0.58228 -1.45877  -0.053
6 N -0.50658 -0.65493 -1.27699  0.047
7 C 0.47258 -1.06312 -0.52673  -0.402
8 O 0.83654 -2.36787 -0.31962  0.017
9 N 1.46168 -0.09525 0.02174  0.102
10 N 1.30697 1.10850 0.35312  0.114
11 H 0.11303 -2.80010 -1.18373  0.279

Cartesian forces (eV/Å) of the 6 atoms listed first:
2.167 1.089 -0.770
-0.553 -1.408 -4.136
-1.236 0.289 2.180
0.550 -2.571 0.007
-1.453 4.930 0.563
1.569 -3.579 0.763

***

# 4
Here is a structure of composition C32H49BrN8O3PRuS from the Open Molecules 2025 dataset. Energies are from ωB97M-V/def2-TZVPD.

Energy = -144775.62628 eV
Net charge = +2
Orbital gap (alpha / beta) = 8.36 / 5.18 eV
HOMO energy (alpha / beta) = -0.455 / -0.461 Ha
2S+1 = 6

Last column: Löwdin charge in e.
Element x y z (Å)
1 Ru -0.17469 0.40677 0.86382  1.136
2 Br -6.16478 3.39183 4.29287  0.906
3 C -5.01960 2.60000 3.08154  -0.675
4 C -5.46294 2.34167 1.77181  -0.081
5 C -4.62627 1.76057 0.86534  0.013
6 C -3.28330 1.40353 1.23061  -0.262
7 C -2.87327 1.67658 2.57986  -0.006
8 C -3.71411 2.26040 3.47870  -0.096
9 N -2.39248 0.82996 0.42943  -0.011
10 C -2.66439 0.53564 -0.94042  -0.410
11 C -1.65802 -0.97988 -2.52545  -0.358
12 C -2.78029 -1.55491 -3.10129  0.000
13 C -2.62392 -2.09700 -4.36686  -0.032
14 C -1.37667 -2.04928 -4.97442  -0.037
15 C -0.32821 -1.46604 -4.28221  -0.097
16 N -0.46319 -0.92612 -3.06518  0.155
17 H -6.46924 2.61702 1.49020  0.120
18 H -4.98660 1.60236 -0.13861  0.114
19 H -1.86255 1.40883 2.86898  0.051
20 H -3.39411 2.46589 4.49049  0.113
21 H -3.68882 0.22889 -1.16464  0.143
22 H -3.72912 -1.60353 -2.58588  0.124
23 H -3.46442 -2.56150 -4.86430  0.123
24 H -1.21710 -2.46403 -5.95864  0.116
25 H 0.66270 -1.41959 -4.71477  0.119
26 C -1.66480 -2.33376 1.32532  -0.058
27 N -0.49029 -3.16333 1.17691  -0.121
28 C -0.66022 -4.49081 1.76244  -0.029
29 C 0.67099 -2.78773 0.55829  -0.356
30 N 0.96288 -1.53627 0.28591  0.074
31 C 2.17403 -1.18452 -0.42139  -0.203
32 C 3.01064 -2.04099 -1.14776  -0.034
33 C 4.25386 -1.63762 -1.60431  -0.059
34 C 4.71678 -0.35784 -1.32551  -0.064
35 C 3.85298 0.53410 -0.72235  -0.046
36 C 2.56007 0.15991 -0.36915  -0.267
37 N 1.61934 1.15969 0.02647  -0.016
38 C 1.63883 2.32427 -0.63569  -0.402
39 N 1.21311 3.43592 -0.00613  -0.120
40 C 0.55232 4.52546 -0.73205  -0.037
41 C 0.92878 3.40864 1.41535  -0.057
42 N 2.08341 2.45425 -1.90250  -0.141
43 C 2.83768 3.61206 -2.35480  -0.028
44 C 1.95457 1.37181 -2.87446  -0.027
45 N 1.55430 -3.82797 0.32116  -0.229
46 C 2.77645 -3.91151 1.10007  -0.036
47 C 1.17155 -4.99859 -0.44369  -0.050
48 H -2.12232 -2.52386 2.29682  0.097
49 H -2.40502 -2.49753 0.54036  0.103
50 H -1.37112 -1.28554 1.32754  -0.011
51 H -1.10065 -4.37052 2.75282  0.096
52 H 0.29270 -4.99015 1.87541  0.079
53 H -1.32549 -5.11612 1.16478  0.105
54 H 2.69242 -3.04717 -1.35309  0.097
55 H 4.86888 -2.34067 -2.14806  0.114
56 H 5.71550 -0.05049 -1.60081  0.115
57 H 4.15668 1.56074 -0.55797  0.126
58 H 0.50088 4.29131 -1.78785  0.076
59 H 1.08788 5.46369 -0.58789  0.105
60 H -0.46676 4.63153 -0.35774  0.096
61 H 1.71269 2.88957 1.96277  0.069
62 H -0.04534 2.93915 1.63429  0.058
63 H 0.87124 4.43477 1.77492  0.105
64 H 2.98789 4.31190 -1.53743  0.094
65 H 2.32582 4.12110 -3.17313  0.101
66 H 3.81468 3.27976 -2.71262  0.102
67 H 1.26276 0.61446 -2.51676  0.060
68 H 2.92001 0.91112 -3.09305  0.095
69 H 1.55273 1.80068 -3.79400  0.103
70 H 3.09318 -2.92108 1.42241  0.087
71 H 3.57826 -4.32609 0.48735  0.101
72 H 2.65187 -4.55201 1.98103  0.096
73 H 0.17645 -4.86225 -0.86390  0.101
74 H 1.17335 -5.91050 0.15970  0.095
75 H 1.86975 -5.14526 -1.27297  0.094
76 C -2.81185 1.84780 -3.50937  -0.106
77 S -2.32144 2.12241 -1.84960  0.691
78 O -3.21505 3.08644 -1.26302  -0.279
79 O -0.89115 2.28557 -1.78727  -0.296
80 O -1.71062 -0.43317 -1.24615  -0.091
81 H -2.88214 2.84844 -3.93707  0.092
82 H -3.78744 1.36714 -3.53248  0.086
83 H -2.05824 1.24826 -4.01393  0.072
84 C 0.31169 1.18914 4.57407  -0.260
85 P 0.78688 0.09217 3.20195  0.747
86 C 2.59421 0.21976 3.13069  -0.244
87 C 0.54169 -1.56164 3.91239  -0.246
88 H 0.91791 0.97879 5.45681  0.060
89 H -0.73690 1.03419 4.83174  0.038
90 H 0.44885 2.23486 4.29674  0.043
91 H 3.00821 0.03361 4.12311  0.062
92 H 2.91127 1.20080 2.78463  0.037
93 H 2.98364 -0.52057 2.43049  0.036
94 H 1.12521 -1.65944 4.82965  0.063
95 H 0.86393 -2.32019 3.20191  0.025
96 H -0.50938 -1.72814 4.14861  0.049

Cartesian forces (eV/Å) of the 6 atoms listed first:
0.403 -0.209 0.305
-0.144 0.101 0.154
0.099 -0.077 -0.130
0.065 0.006 0.100
0.100 -0.093 0.032
-0.179 0.031 0.114

***

# 5
Here is a cluster of 4 separate species, C19H38N3O2P in total at a distorted geometry from the Open Molecules 2025 dataset. Energies are from ωB97M-V/def2-TZVPD.

Energy = -38168.20060 eV
Orbital gap = 8.95 eV
HOMO energy = -0.301 Ha

Last column: Löwdin charge in e.
Element x y z (Å)
1 C 0.46356 -4.91090 0.69143  -0.004
2 C 0.81515 -3.50786 0.02888  -0.412
3 O 1.83478 -3.45469 -0.69214  0.059
4 O -0.01452 -2.37613 0.21893  -0.082
5 C -0.90081 -2.17123 -0.92202  -0.167
6 C -2.07055 -1.19241 -0.46133  -0.176
7 C -2.77140 -1.57942 0.91871  -0.215
8 C -3.48080 -3.01544 0.94561  -0.269
9 C -4.32906 -3.38808 -0.35936  -0.420
10 P -4.01427 -5.19516 -0.98957  0.625
11 H 0.04096 -5.65764 -0.06363  0.095
12 H 1.41210 -5.33510 1.18242  0.096
13 H -0.29391 -4.74100 1.53977  0.082
14 H -0.28104 -1.59536 -1.70345  0.130
15 H -1.26235 -3.14012 -1.40857  0.126
16 H -2.84055 -1.02610 -1.30068  0.112
17 H -1.58666 -0.15765 -0.30237  0.109
18 H -3.50594 -0.78531 1.27470  0.101
19 H -1.93002 -1.61644 1.70548  0.112
20 H -4.22598 -2.99130 1.82468  0.109
21 H -2.70300 -3.80854 1.24323  0.072
22 H -5.44352 -3.38341 -0.05910  0.069
23 H -4.23269 -2.65819 -1.22616  0.061
24 H -3.39495 -5.58058 0.24841  -0.032
25 H -3.33035 -4.70554 -2.15739  -0.039
26 H -5.43065 -5.45595 -1.11539  -0.030
27 H -3.77693 -6.55509 -1.48677  -0.113
28 C -0.74795 4.79313 1.62409  -0.125
29 C -1.04987 3.86556 0.45176  -0.269
30 C -2.42022 3.19218 0.56135  -0.189
31 C -2.48185 2.35795 1.80643  -0.217
32 N -2.53016 1.70389 2.78146  0.135
33 H -0.71226 4.24709 2.57073  0.069
34 H 0.22478 5.27275 1.48952  0.016
35 H -1.50517 5.57856 1.70774  0.080
36 H -0.26665 3.10318 0.39182  0.110
37 H -1.00957 4.44187 -0.47697  0.109
38 H -2.59471 2.55031 -0.30600  0.107
39 H -3.21527 3.94171 0.59363  0.116
40 C 3.19170 -2.38209 -3.35915  -0.117
41 C 3.23313 -2.57659 -4.87088  -0.271
42 C 2.82879 -1.31865 -5.64319  -0.189
43 C 1.42367 -0.93105 -5.28798  -0.214
44 N 0.32272 -0.62906 -5.00975  0.125
45 H 2.18216 -2.15628 -3.00916  0.052
46 H 3.51401 -3.29257 -2.85015  0.069
47 H 3.85357 -1.56708 -3.05041  0.081
48 H 2.57114 -3.40556 -5.14024  0.112
49 H 4.24626 -2.86562 -5.16528  0.107
50 H 2.88633 -1.50238 -6.71887  0.112
51 H 3.49953 -0.48906 -5.40483  0.116
52 C 3.11793 4.63327 4.59273  -0.109
53 C 4.18114 5.25622 3.69410  -0.271
54 C 3.88994 6.71977 3.35335  -0.182
55 C 2.58364 6.82446 2.62422  -0.181
56 N 1.55985 6.90651 2.05366  0.147
57 H 2.13971 4.61363 4.10573  0.066
58 H 3.38121 3.60062 4.83273  0.074
59 H 3.02415 5.18739 5.53145  0.079
60 H 4.25552 4.66933 2.77334  0.112
61 H 5.15147 5.19336 4.19480  0.108
62 H 4.68393 7.12402 2.72084  0.114
63 H 3.84080 7.32384 4.26307  0.117

Cartesian forces (eV/Å) of the 6 atoms listed first:
-0.450 0.815 1.250
2.443 -0.583 -2.115
-3.354 0.283 2.352
0.369 -2.368 -0.378
-0.264 1.520 -1.111
-0.005 0.696 0.389

***

# 6
Here is an isolated molecule of C4H11NS2 at a distorted geometry from the Open Molecules 2025 dataset. Energies are from ωB97M-V/def2-TZVPD.

Energy = -27486.21258 eV
Orbital gap = 8.72 eV
HOMO energy = -0.299 Ha
Energy relative to the best compared isomer or geometry (same formula, charge and spin) = 1.0529 eV

Last column: Löwdin charge in e.
Element x y z (Å)
1 C -2.80356 -0.86628 0.37336  -0.127
2 N -1.75119 0.15748 0.15628  -0.116
3 C -0.38850 -0.27863 0.56694  -0.260
4 C 0.62879 -0.43400 -0.58339  -0.247
5 C 1.17800 0.94817 -0.91427  -0.605
6 S 2.50793 1.61279 0.09992  0.427
7 S 3.98809 0.15348 -0.08266  0.306
8 H -3.69970 -0.35732 0.72093  0.072
9 H -3.01699 -1.35663 -0.57434  0.067
10 H -2.51276 -1.62478 1.10422  0.066
11 H -1.95739 0.86611 0.84227  0.080
12 H -0.01086 0.51077 1.22712  0.097
13 H -0.47134 -1.13792 1.24775  0.105
14 H 0.08807 -0.76520 -1.46942  0.111
15 H 1.35323 -1.14488 -0.17404  0.090
16 H 0.40979 1.71527 -0.82484  0.071
17 H 1.51999 0.96255 -1.95471  0.069
18 H 4.93841 1.03903 0.23890  -0.206

Cartesian forces (eV/Å) of the 6 atoms listed first:
0.509 0.370 -0.597
0.289 -0.348 0.874
-0.449 0.344 0.337
-1.158 0.474 1.439
0.821 -0.253 -1.052
-0.229 0.130 0.542

***

> energy of number 3 (C2H2N6O)?

-13087.58877 eV

***

> Among the records above, which one has the highest energy?

CH2N4O2

***

> Look up the energy of the first one.

-12045.32403 eV